{
  "formula": "C13H14F3NO9",
  "method": "ωB97M-V/def2-TZVPD",
  "lumo_ev": 0.573,
  "total_charge": 0,
  "homo_energy_ev": -8.73,
  "total_energy_ha": -1535.331418,
  "e_above_lowest_kj_mol": 0.00,
  "orbital_gap_ev": 9.31,
  "elements": ["C", "C", "O", "C", "O", "O", "F", "H", "H", "H", "C", "C", "O", "C", "O", "O", "F", "H", "H", "H", "C", "C", "O", "C", "O", "O", "F", "H", "H", "H", "N", "C", "C", "C", "C", "H", "H", "H", "H", "H"],
  "positions_angstrom": [[1.68736, -1.68615, -0.57454], [1.01112, -1.25711, -1.87738], [-0.09412, -2.09774, -1.99906], [-0.14866, -2.97266, -0.94136], [-0.92198, -3.86370, -0.86544], [0.76454, -2.62623, -0.02179], [1.83444, -1.39106, -2.96058], [1.85159, -0.87014, 0.12229], [2.63933, -2.19167, -0.74462], [0.68142, -0.21802, -1.83017], [4.81691, 1.12313, -3.75593], [3.47283, 1.19057, -3.02816], [3.36169, 2.55802, -2.66205], [4.45424, 3.25500, -3.06005], [4.63084, 4.40525, -2.86090], [5.30196, 2.45036, -3.74554], [3.48150, 0.44596, -1.88675], [4.73145, 0.69247, -4.74889], [5.46250, 0.48745, -3.14426], [2.58623, 0.96388, -3.61326], [-2.12803, 2.00140, 2.51009], [-3.36931, 1.81506, 1.66082], [-2.85518, 1.55332, 0.37142], [-1.50555, 1.38118, 0.44415], [-0.79162, 1.21134, -0.48881], [-1.11365, 1.38093, 1.73628], [-4.13143, 2.94371, 1.63434], [-2.22994, 1.57582, 3.50346], [-1.91475, 3.07045, 2.60428], [-4.02159, 0.98590, 1.93386], [-3.87146, -1.54603, 2.61519], [-3.27863, -1.33138, 3.83834], [-1.93636, -1.53718, 3.66427], [-1.69815, -1.84825, 2.30277], [-2.92628, -1.84919, 1.69228], [-4.86161, -1.51210, 2.45442], [-3.87081, -1.22550, 4.73069], [-1.23736, -1.48414, 4.48608], [-0.73310, -2.02904, 1.86519], [-3.13041, -1.95391, 0.63927]],
  "nbo_charge": [-0.129, 0.430, -0.490, 0.975, -0.555, -0.489, -0.349, 0.218, 0.207, 0.184, -0.134, 0.437, -0.490, 0.971, -0.551, -0.480, -0.344, 0.208, 0.208, 0.174, -0.134, 0.441, -0.490, 0.988, -0.586, -0.478, -0.334, 0.223, 0.202, 0.164, -0.518, -0.111, -0.290, -0.311, -0.075, 0.414, 0.215, 0.221, 0.236, 0.224]
}